{"formula": "C2H5FS", "method": "ωB97M-V with the def2-TZVPD basis set", "de_lowest_kcal_mol": 75.4, "gap_ev": [8.889, 8.890], "total_charge": 0, "max_force_ev_per_a": 4.05, "symbols": ["C", "C", "F", "S", "H", "H", "H", "H", "H"], "coordinates": [[0.6423, -0.6882, -0.5919], [-0.3707, 0.0704, 0.2635], [-1.0504, -0.7537, 1.0910], [-1.4196, 1.3477, -0.3215], [0.9001, -1.6837, -0.2820], [1.4904, -0.1199, -0.7064], [0.3565, -0.9949, -1.6946], [0.9853, 0.8509, 1.3533], [-1.5338, 1.9714, 0.8886]], "forces_ev_per_a": [[-2.514, -1.225, -2.934], [3.299, 0.212, 2.300], [0.109, -0.103, 0.023], [0.182, 0.548, 0.046], [0.006, -0.142, 1.258], [1.910, 1.225, -0.154], [-0.319, 1.131, 1.771], [-2.682, -1.252, -1.694], [0.008, -0.394, -0.617]]}